Entry 1:
Molecular formula: C6H24NO4
Method: DFT, ωB97M-V with the def2-TZVPD basis set

## Properties
LUMO energy = -3.39 eV
Total energy = -16282.33382 eV
Total charge = +1
E_HOMO = -13.46 eV
Orbital gap = 10.1 eV
Multiplicity = 1

Atoms and positions in Å:
1 C -0.751 -2.105 -2.105
2 C -0.867 -0.929 -1.042
3 C -0.504 0.458 -1.737
4 C -1.516 1.639 -1.375
5 C -1.775 1.972 0.058
6 C -0.660 2.608 0.934
7 N 0.307 -1.070 -0.098
8 H -0.307 -1.712 -3.116
9 H -1.797 -2.433 -2.399
10 H -0.245 -2.855 -1.516
11 H -1.812 -0.777 -0.549
12 H -0.697 0.375 -2.864
13 H 0.599 0.686 -1.664
14 H -1.271 2.588 -1.873
15 H -2.541 1.431 -1.818
16 H -2.137 1.231 0.837
17 H -2.750 2.650 -0.130
18 H -0.746 3.756 1.250
19 H -0.489 2.193 1.981
20 H 0.314 2.436 0.566
21 H 0.297 -0.343 0.536
22 H 1.248 -1.003 -0.636
23 H 0.402 -1.896 0.578
24 H 3.001 -0.682 -0.128
25 H 2.762 -2.274 0.401
26 O 2.914 -1.579 -0.316
27 H 0.712 0.161 3.875
28 H 0.957 1.542 3.936
29 O 1.089 0.876 3.378
30 H 1.903 1.300 1.595
31 H 3.185 1.530 0.915
32 O 2.386 1.252 0.800
33 H -1.112 -3.913 0.304
34 H 0.213 -3.630 1.128
35 O -0.311 -3.484 0.297



Entry 2:
Molecular formula: C2H4N2O2
Method: DFT, ωB97M-V with the def2-TZVPD basis set

## Properties
LUMO energy = 0.82 eV
SMILES string = NC(=O)/N=C/O
Total energy = -9213.94613 eV
E_HOMO = -9.99 eV
Orbital gap = 10.8 eV
Multiplicity = 1

Atoms and positions in Å:
1 N 1.883 -0.034 0.058
2 C 0.656 -0.358 0.551
3 O 0.457 -1.012 1.557
4 N -0.337 0.150 -0.273
5 C -1.591 -0.001 -0.064
6 O -2.262 0.580 -1.038
7 H 2.688 -0.271 0.610
8 H 1.974 0.610 -0.712
9 H -2.116 -0.505 0.752
10 H -1.353 0.840 -1.440



Entry 3:
Molecular formula: C21H18N4O2
Method: DFT, ωB97M-V with the def2-TZVPD basis set

## Properties
LUMO energy = 0.00 eV
SMILES string = COc1cccc(-c2nc(NCc3cccnc3)c3ccccc3n2)c1O
Total energy = -32125.24714 eV
E_HOMO = -7.66 eV
Orbital gap = 7.7 eV
Multiplicity = 1

Atoms and positions in Å:
1 C -5.510 -1.687 0.358
2 O -5.278 -0.319 0.106
3 C -4.018 0.157 -0.122
4 C -3.976 1.511 -0.432
5 C -2.781 2.160 -0.690
6 C -1.604 1.452 -0.651
7 C -1.605 0.090 -0.339
8 C -0.324 -0.612 -0.305
9 N 0.759 0.101 -0.660
10 C 1.942 -0.473 -0.627
11 N 2.995 0.285 -0.990
12 C 2.825 1.659 -1.399
13 C 2.191 2.511 -0.328
14 C 2.409 2.283 1.024
15 C 1.791 3.099 1.955
16 C 0.984 4.129 1.496
17 N 0.780 4.366 0.213
18 C 1.361 3.576 -0.669
19 C 2.108 -1.844 -0.226
20 C 3.321 -2.543 -0.153
21 C 3.339 -3.858 0.235
22 C 2.148 -4.517 0.563
23 C 0.948 -3.861 0.504
24 C 0.904 -2.510 0.110
25 N -0.288 -1.878 0.065
26 C -2.816 -0.577 -0.059
27 O -2.836 -1.887 0.264
28 H -5.162 -2.315 -0.465
29 H -5.037 -2.015 1.285
30 H -6.593 -1.776 0.450
31 H -4.916 2.040 -0.461
32 H -2.776 3.214 -0.920
33 H -0.657 1.927 -0.849
34 H 3.921 -0.103 -0.941
35 H 3.809 2.060 -1.658
36 H 2.187 1.693 -2.290
37 H 3.046 1.470 1.347
38 H 1.933 2.940 3.013
39 H 0.477 4.794 2.182
40 H 1.156 3.804 -1.708
41 H 4.252 -2.053 -0.405
42 H 4.275 -4.393 0.289
43 H 2.184 -5.553 0.865
44 H 0.021 -4.351 0.754
45 H -1.891 -2.196 0.269



Entry 4:
Molecular formula: H10O5
Method: DFT, ωB97M-V with the def2-TZVPD basis set

## Properties
LUMO energy = 0.48 eV
SMILES string = O.O.O.O.O
Total energy = -10399.99514 eV
E_HOMO = -10.92 eV
Orbital gap = 11.4 eV
Multiplicity = 1

Atoms and positions in Å:
1 O 5.647 3.223 7.090
2 H 5.386 3.980 7.614
3 H 4.894 2.633 7.129
4 O 7.562 3.184 3.514
5 H 7.232 2.918 2.656
6 H 7.587 2.374 4.023
7 O 5.054 6.691 7.245
8 H 4.597 7.122 7.967
9 H 4.515 6.874 6.476
10 O 3.220 6.694 3.544
11 H 3.745 5.908 3.698
12 H 2.529 6.654 4.205
13 O 5.228 4.635 4.401
14 H 5.149 4.274 5.284
15 H 5.867 4.070 3.967



Entry 5:
Molecular formula: C27H28N3O7S3
Method: DFT, ωB97M-V with the def2-TZVPD basis set

## Properties
LUMO energy = 1.42 eV
Total energy = -79760.29750 eV
Total charge = -1
E_HOMO = -2.76 eV
Orbital gap = 4.2 eV
Multiplicity = 1

Atoms and positions in Å:
1 C 3.021 1.884 4.652
2 N 2.956 0.636 3.870
3 C 4.174 -0.014 3.725
4 S 5.642 0.713 4.078
5 N 4.087 -1.326 3.281
6 C 5.368 -2.008 3.065
7 C 3.035 -1.677 2.400
8 O 3.224 -2.351 1.384
9 C 1.723 -1.160 2.815
10 C 0.610 -1.507 2.099
11 C -0.755 -1.110 2.450
12 C -1.270 0.186 2.219
13 C -2.566 0.552 2.561
14 C -3.384 -0.396 3.242
15 N -4.650 -0.073 3.634
16 C -5.328 1.073 3.067
17 C -4.399 2.264 2.952
18 C -3.103 1.913 2.214
19 C -5.550 -1.088 4.143
20 C -4.842 -2.081 5.046
21 C -3.616 -2.671 4.364
22 C -2.860 -1.687 3.532
23 C -1.623 -2.054 3.028
24 C 1.733 -0.097 3.843
25 O 0.797 0.214 4.569
26 H 2.019 2.289 4.784
27 H 3.511 1.681 5.617
28 H 3.654 2.587 4.097
29 H 5.185 -3.034 2.735
30 H 5.957 -1.457 2.317
31 H 5.913 -1.952 4.013
32 H 0.734 -2.281 1.336
33 H -0.615 0.922 1.756
34 H -5.741 0.825 2.071
35 H -6.166 1.302 3.737
36 H -4.931 3.061 2.426
37 H -4.158 2.629 3.957
38 H -2.349 2.681 2.438
39 H -3.281 1.980 1.126
40 H -6.338 -0.551 4.686
41 H -6.011 -1.626 3.292
42 H -4.547 -1.589 5.980
43 H -5.552 -2.874 5.284
44 H -2.950 -3.092 5.129
45 H -3.920 -3.512 3.724
46 H -1.279 -3.083 3.160
47 C 1.704 0.889 0.359
48 O 0.903 1.209 -0.844
49 C 1.074 0.494 -1.930
50 S -0.272 0.158 -3.072
51 O -0.937 -1.077 -2.705
52 O -1.016 1.369 -3.357
53 C 0.803 -0.140 -4.483
54 C 2.173 -0.090 -4.273
55 C 3.054 -0.210 -5.356
56 C 2.538 -0.390 -6.646
57 C 1.152 -0.439 -6.852
58 C 0.280 -0.305 -5.768
59 S 2.708 0.227 -2.575
60 O 3.437 1.485 -2.567
61 O 3.304 -0.975 -2.027
62 H 1.320 1.590 1.105
63 H 1.485 -0.154 0.626
64 H 2.778 1.016 0.154
65 H 4.128 -0.177 -5.174
66 H 3.224 -0.489 -7.489
67 H 0.736 -0.575 -7.851
68 H -0.802 -0.344 -5.895



Entry 6:
Molecular formula: C6H12O
Method: DFT, ωB97M-V with the def2-TZVPD basis set

## Properties
LUMO energy = 1.16 eV
SMILES string = OC1C=C1.[H][H].C=CC
Total energy = -8459.54493 eV
E_HOMO = -9.37 eV
Orbital gap = 10.5 eV
Multiplicity = 1

Atoms and positions in Å:
1 O -0.579 -2.084 -0.573
2 C 0.756 -2.146 -0.154
3 C 1.620 -0.955 0.017
4 C 1.266 -1.561 1.116
5 H -0.933 -1.216 -0.330
6 H 1.165 -3.083 -0.531
7 H 2.177 -0.153 -0.445
8 H 1.336 -1.607 2.194
9 H -1.603 -0.868 1.781
10 H -0.943 -1.137 1.984
11 C -1.596 1.236 0.138
12 C -0.319 1.575 -0.028
13 C 0.288 1.943 -1.350
14 H -2.021 1.090 1.126
15 H -2.271 1.127 -0.709
16 H 0.325 1.663 0.848
17 H 0.357 3.035 -1.420
18 H -0.328 1.589 -2.183
19 H 1.302 1.551 -1.480



Entry 7:
Molecular formula: C7H13NS
Method: DFT, ωB97M-V with the def2-TZVPD basis set

## Properties
LUMO energy = 0.75 eV
Total energy = -19791.82145 eV
E_HOMO = -8.18 eV
Orbital gap = 8.9 eV
Multiplicity = 1

Atoms and positions in Å:
1 C 0.484 -0.980 0.182
2 C 0.347 -2.020 0.949
3 C 1.173 -0.939 -1.184
4 C 0.154 0.391 0.577
5 C 0.774 0.828 1.943
6 C -1.296 0.643 0.741
7 C -0.810 0.522 -2.370
8 N 0.718 1.433 -0.277
9 S 0.969 0.866 -1.685
10 H -0.136 -2.050 1.905
11 H 0.543 -3.001 0.586
12 H 2.188 -1.068 -1.100
13 H 0.635 -1.466 -1.968
14 H 0.576 1.945 2.076
15 H 1.901 0.753 1.870
16 H 0.240 0.299 2.710
17 H -1.359 1.707 0.500
18 H -1.689 0.527 1.743
19 H -1.910 0.060 0.030
20 H -1.269 -0.164 -1.706
21 H -0.964 0.170 -3.366
22 H -1.267 1.544 -2.155



Entry 8:
Molecular formula: C20H13ClF2N4O
Method: DFT, ωB97M-V with the def2-TZVPD basis set

## Properties
LUMO energy = -0.08 eV
SMILES string = O=c1cc(CN(c2cccc(Cl)c2)c2cccnn2)c2ccc(F)c(F)c2[nH]1
Total energy = -46915.37078 eV
E_HOMO = -8.62 eV
Orbital gap = 8.5 eV
Multiplicity = 1

Atoms and positions in Å:
1 O -2.017 -1.751 3.136
2 C -1.214 -2.199 2.331
3 C -0.775 -1.402 1.160
4 C 0.346 -1.824 0.435
5 C 1.001 -0.977 -0.620
6 N 0.120 0.089 -1.149
7 C 0.492 1.407 -0.961
8 C 0.778 2.229 -2.047
9 C 1.302 3.500 -1.840
10 C 1.513 3.936 -0.517
11 C 1.237 3.126 0.579
12 Cl 1.401 3.734 2.224
13 C 0.703 1.860 0.336
14 C -0.869 -0.279 -2.083
15 C -1.971 0.573 -2.340
16 C -2.995 0.109 -3.136
17 C -2.827 -1.168 -3.743
18 N -1.724 -1.923 -3.578
19 N -0.787 -1.488 -2.704
20 C 1.029 -3.089 0.796
21 C 2.137 -3.577 0.063
22 C 2.882 -4.652 0.504
23 C 2.525 -5.246 1.704
24 F 3.311 -6.223 2.191
25 C 1.381 -4.867 2.412
26 F 1.023 -5.482 3.580
27 C 0.620 -3.776 1.962
28 N -0.506 -3.345 2.682
29 H -1.257 -0.466 0.909
30 H 1.352 -1.578 -1.465
31 H 1.904 -0.557 -0.147
32 H 0.607 1.945 -3.073
33 H 1.554 4.134 -2.680
34 H 1.936 4.922 -0.365
35 H 0.533 1.195 1.153
36 H -2.081 1.531 -1.833
37 H -3.875 0.696 -3.332
38 H -3.614 -1.470 -4.404
39 H 2.458 -3.196 -0.882
40 H 3.702 -5.021 -0.105
41 H -0.699 -3.680 3.627



Let's list ΔE to the lowest compared entry with this formula, charge and spin in order: 411.4; 123.2; 0.0; 82.4; 77.5; 464.0; 323.2; 21.6 kJ/mol.